A cluster of 2 separate species, C14H17N3 in total. Source: the Open Molecules 2025 dataset; level of theory: wB97M-V/def2-TZVPD.

```
34
Properties=species:S:1:pos:R:3:lowdin_charge:R:1
C -1.0608 0.1317 0.7770 -0.006
C -2.0055 -0.7935 0.3851 -0.240
C -3.2472 -0.3523 -0.1281 -0.210
N -4.2392 0.1027 -0.5608 0.165
C -1.8923 -2.2049 0.5816 -0.195
N -1.8782 -3.3780 0.6637 0.174
C -0.0723 -0.2533 1.8050 -0.219
C 0.6277 -1.4844 1.7587 -0.051
C 1.5897 -1.8184 2.7261 -0.060
C 1.8486 -0.9286 3.7831 -0.078
C 1.1932 0.3168 3.8254 -0.075
C 0.2511 0.6507 2.8431 -0.025
H -1.2874 1.1947 0.6770 0.134
H 0.4854 -2.1603 0.9080 0.104
H 2.1371 -2.7728 2.6608 0.113
H 2.5625 -1.1942 4.5707 0.105
H 1.4179 1.0183 4.6339 0.105
H -0.2293 1.6294 2.8519 0.114
C -1.1568 1.6845 -3.5254 -0.077
C -1.1640 0.9547 -2.1778 -0.269
N -0.0846 1.1256 -1.2012 -0.102
C 0.9744 0.1118 -1.1191 -0.280
C 2.2508 0.1369 -1.9757 -0.079
H -2.1921 1.7974 -3.8538 0.072
H -0.6987 2.6727 -3.4988 0.068
H -0.6797 1.0817 -4.3005 0.067
H -2.0813 1.1929 -1.6229 0.081
H -1.1973 -0.1260 -2.3876 0.119
H 0.2905 2.0716 -1.1795 0.129
H 1.2926 0.1373 -0.0693 0.090
H 0.4653 -0.8423 -1.3273 0.115
H 2.9797 -0.5235 -1.4889 0.071
H 2.0717 -0.2991 -2.9677 0.069
H 2.7285 1.1205 -2.0669 0.071
```

## Properties
Structure (SMILES): N#CC(C#N)=Cc1ccccc1.CCNCC
Kohn-Sham gap (eV): 7.95


A structure of composition C28H32As2GeIrNO6S2. Source: the Open Molecules 2025 dataset; level of theory: wB97M-V/def2-TZVPD.

```
73
Properties=species:S:1:pos:R:3:lowdin_charge:R:1
Ir 0.0020 -1.1884 -0.1334 1.135
S 2.7514 -1.3288 -0.4782 0.570
C 3.6232 0.1708 -0.2826 -0.719
C 5.0218 0.1916 -0.3967 -0.136
C 5.7235 1.3745 -0.2764 -0.104
C 5.0639 2.5791 -0.0454 -0.108
C 3.6849 2.5754 0.0747 -0.115
C 2.9725 1.3841 -0.0264 -0.418
As 1.0565 1.2664 0.1336 1.258
C 0.4890 2.9494 -0.6304 -0.362
C 0.2460 4.0739 0.1472 -0.099
C -0.1365 5.2643 -0.4572 -0.089
C -0.2750 5.3314 -1.8358 -0.095
C -0.0387 4.2052 -2.6116 -0.087
C 0.3364 3.0157 -2.0095 -0.110
C 0.7523 1.4849 2.0404 -0.372
C -0.5566 1.4153 2.5124 -0.109
C -0.7983 1.4737 3.8752 -0.080
C 0.2578 1.5847 4.7714 -0.097
C 1.5600 1.6434 4.3012 -0.092
C 1.8101 1.5963 2.9340 -0.096
H 5.5452 -0.7362 -0.5892 0.091
H 6.8029 1.3613 -0.3721 0.096
H 5.6187 3.5045 0.0386 0.092
H 3.1500 3.5032 0.2479 0.100
H 0.3442 4.0220 1.2257 0.100
H -0.3295 6.1386 0.1522 0.098
H -0.5784 6.2587 -2.3054 0.096
H -0.1685 4.2457 -3.6856 0.101
H 0.4889 2.1275 -2.6141 0.108
H -1.3722 1.2808 1.8106 0.088
H -1.8166 1.4125 4.2381 0.104
H 0.0636 1.6126 5.8364 0.096
H 2.3874 1.7212 4.9956 0.097
H 2.8304 1.6316 2.5721 0.096
O -2.9547 2.2852 -1.7477 -0.271
As -2.8689 0.5731 -1.2549 0.874
O -4.2715 0.2151 -0.5226 -0.455
O -1.4322 0.5348 -0.3662 -0.686
C -2.5190 -0.1470 -3.0352 -0.217
C -2.3373 0.7621 -4.0755 -0.090
C -2.0606 0.3246 -5.3641 -0.085
C -1.9666 -1.0321 -5.6319 -0.082
C -2.1447 -1.9457 -4.6051 -0.061
C -2.4169 -1.5046 -3.3198 -0.262
S -2.6200 -2.7362 -2.0415 0.456
O -1.7768 -3.8586 -2.4431 -0.354
O -4.0164 -3.0429 -1.9320 -0.277
O -2.0847 -2.0209 -0.8524 -0.507
H -3.4981 2.7354 -1.0918 0.038
H -2.4162 1.8207 -3.8732 0.088
H -1.9175 1.0492 -6.1561 0.098
H -1.7468 -1.3793 -6.6336 0.099
H -2.0568 -3.0088 -4.7839 0.111
N 0.6509 -3.1340 -1.2247 -0.073
H -0.1537 -3.6813 -1.5426 0.005
H 1.1984 -3.6425 -0.5398 0.018
H 1.2488 -2.9257 -2.0162 0.012
C -2.3952 -3.9087 1.6665 -0.225
Ge -0.7188 -3.4382 2.5462 0.686
C 0.3916 -5.0716 2.6227 -0.235
C -1.0887 -2.8784 4.3990 -0.234
C 0.2905 -2.0408 1.6720 -0.456
H -2.8911 -4.6904 2.2471 0.017
H -2.2248 -4.2881 0.6598 0.006
H -3.0594 -3.0502 1.5836 0.026
H -0.0180 -5.7696 3.3563 0.008
H 1.4184 -4.8349 2.9011 0.008
H 0.4043 -5.5730 1.6539 0.006
H -1.5394 -3.6926 4.9700 0.007
H -1.7737 -2.0301 4.4027 0.008
H -0.1671 -2.5727 4.8963 0.009
H 1.0203 -1.5483 2.3195 -0.052
```

## Properties
Net charge: -1
2S+1: 6
⟨S²⟩: 8.766
Kohn-Sham gap (spin up / spin down) (eV): 6.87 / 6.52


A structure of composition C9H13B. Source: the Open Molecules 2025 dataset; level of theory: wB97M-V/def2-TZVPD.

```
23
Properties=species:S:1:pos:R:3:lowdin_charge:R:1
B 1.0812 -0.6169 0.4004 -0.187
C 0.1727 -1.8337 -0.4060 -0.003
C 1.1885 1.0079 -1.1790 -0.103
C 2.2918 0.3638 -0.2251 -0.057
C -1.2633 0.2055 -0.9138 -0.118
C -1.3549 -0.3536 1.2863 -0.046
C -0.1440 1.7640 0.8121 0.002
C -1.2499 -1.1130 -0.1705 -0.230
C -0.0895 0.9008 -0.3393 -0.408
C 0.0296 0.2777 1.0995 -0.182
H 0.3859 -1.6786 -1.4612 0.084
H 0.2032 -2.8385 -0.0008 0.081
H 1.3902 2.1075 -1.4687 0.149
H 1.0087 0.3878 -1.9781 0.064
H 2.5551 0.8962 0.6227 0.055
H 3.0147 -0.3331 -0.7197 0.101
H -0.9340 0.0440 -2.0105 0.152
H -2.1863 0.6798 -0.7763 0.105
H -2.2254 0.3212 1.2390 0.116
H -1.3080 -0.8507 2.2076 0.090
H 0.8106 2.2913 0.8624 0.119
H -1.0451 2.1484 1.2239 0.112
H -2.0155 -1.7897 -0.4189 0.105
```

## Properties
Kohn-Sham gap (eV): 9.51


The ion C4H7ClN3 with charge +1. Source: the Open Molecules 2025 dataset; level of theory: wB97M-V/def2-TZVPD.

```
15
Properties=species:S:1:pos:R:3:lowdin_charge:R:1
C 1.6768 0.5367 0.4218 -0.087
C 0.6781 1.1312 1.2928 -0.133
C 1.2837 -0.4584 -0.3586 -0.605
C -0.8893 -0.5027 0.9397 -0.285
N -0.4924 0.6678 1.5655 0.075
N -0.3431 -0.9045 -0.3291 -0.087
N -1.1271 -0.2511 -1.3982 0.201
Cl 2.2549 -1.3580 -1.4379 0.751
H 2.7395 1.0443 0.4943 0.177
H 0.7823 2.2001 1.5864 0.137
H -0.7397 -1.4779 1.4587 0.159
H -2.0448 -0.4755 0.6533 0.163
H -2.0403 -0.5754 -1.1742 0.144
H -0.7005 -0.3931 -2.3303 0.183
H -1.0381 0.8165 -1.3842 0.208
```

## Properties
Net charge: +1
Structure (SMILES): [NH3+]N1CN=CC=C1Cl
Kohn-Sham gap (eV): 9.53


no.,M (g mol⁻¹)
1,227.3
2,957.4
3,132.0
4,132.6